w | Entry from OMol25: a cluster of 4 separate species, CH12NO3 in total (ωB97M-V/def2-TZVPD).

Geometry as XYZ:
```
17
Properties=species:S:1:pos:R:3
C -1.55295 -0.17509 0.44892
N -0.25001 -0.44816 -0.22939
H -1.49659 -0.43519 1.49824
H -1.86612 0.84783 0.27594
H -2.33880 -0.78951 0.00310
H 0.15986 -1.34458 0.04755
H 0.41564 0.27963 0.05261
H -0.43615 -0.27031 -1.24171
H -0.36955 1.28156 -3.14840
H -0.80553 2.15094 -1.99543
O -0.06425 1.60858 -2.29055
H 0.98435 1.09465 2.52813
H 0.61062 2.36288 1.72502
O 0.49637 1.41081 1.76807
H 2.03250 -2.94859 -0.49339
H 2.56198 -2.37841 0.87730
O 1.91864 -2.24704 0.17398
```

- Lowest unoccupied orbital energy: -3.1 eV
- Total charge: +1
- Frontier orbital gap: 12.81 eV

natural (NBO) atomic charge list, values in e, 6 entries: atom 1 (C): -0.4163, atom 2 (N): -0.6993, atom 3 (H): 0.2375, atom 4 (H): 0.2254, atom 5 (H): 0.2220, atom 6 (H): 0.4664


x | Entry from OMol25: a cluster of 4 separate species, CH12NO3 in total (ωB97M-V/def2-TZVPD).

Geometry as XYZ:
```
17
Properties=species:S:1:pos:R:3
C 1.21882 0.65958 -1.45889
N 0.07081 0.38703 -0.53261
H 1.91822 1.33063 -0.97399
H 1.63032 -0.28967 -1.77172
H 0.80119 1.14676 -2.33669
H -0.70162 1.09071 -0.50972
H 0.35671 0.22440 0.44758
H -0.31038 -0.52517 -0.80497
H -0.86044 -2.91448 -1.05080
H 0.15552 -3.37719 0.00412
O -0.23320 -2.58752 -0.39942
H 1.47796 -1.46953 2.15287
H 1.06386 -0.17753 2.78588
O 1.04628 -0.63596 1.93675
H -2.85950 2.58623 0.18442
H -1.45327 2.89870 0.75715
O -1.93700 2.31643 0.15334
```

- Lowest unoccupied orbital energy: -2.9 eV
- Total charge: +1
- Frontier orbital gap: 12.71 eV

natural (NBO) atomic charge list, values in e, 6 entries: atom 1 (C): -0.4154, atom 2 (N): -0.7156, atom 3 (H): 0.2306, atom 4 (H): 0.2343, atom 5 (H): 0.2275, atom 6 (H): 0.4651


Tell me which of them is the most stable. Sure, it is x.


w | Entry from OMol25: the molecule C3H7NO (ωB97M-V/def2-TZVPD).

Geometry as XYZ:
```
12
Properties=species:S:1:pos:R:3
H -1.03299 -2.10331 0.70255
N -1.10092 -1.08989 0.65119
C -0.00193 -0.50669 0.43444
C 1.39390 -0.91257 0.04923
O 0.05687 0.86562 0.39053
C -0.94646 1.49577 -0.37460
H 1.54808 -0.07130 -0.63638
H 1.52480 -1.91969 -0.36210
H 2.11375 -0.74322 0.85447
H -0.86001 1.21466 -1.43673
H -1.92084 1.20100 0.00794
H -0.77424 2.56962 -0.28053
```

- Lowest unoccupied orbital energy: 1.0 eV
- SMILES: [H]/N=C(\C)OC
- Frontier orbital gap: 11.08 eV

natural (NBO) atomic charge list, values in e, 6 entries: atom 1 (H): 0.3526, atom 2 (N): -0.6928, atom 3 (C): 0.5808, atom 4 (C): -0.7093, atom 5 (O): -0.5488, atom 6 (C): -0.2540


x | Entry from OMol25: the molecule C3H7NO (ωB97M-V/def2-TZVPD).

Geometry as XYZ:
```
12
Properties=species:S:1:pos:R:3
C 0.28610 0.59531 -1.36088
N 0.51644 -0.64817 -0.54747
C 0.25919 -0.51639 0.81151
C -1.13835 -0.04445 1.13422
O -1.96463 0.05199 0.20194
H 0.55231 1.63316 -0.82726
H -0.86251 0.65455 -1.42808
H 0.80457 0.53841 -2.30739
H 1.44690 -0.94588 -0.65083
H 1.01263 0.02044 1.41755
H 0.41671 -1.47926 1.37432
H -1.32936 0.14028 2.18237
```

- Lowest unoccupied orbital energy: 0.9 eV
- SMILES: CNCC=O
- Frontier orbital gap: 9.99 eV

natural (NBO) atomic charge list, values in e, 6 entries: atom 1 (C): -0.4442, atom 2 (N): -0.6083, atom 3 (C): -0.3291, atom 4 (C): 0.4150, atom 5 (O): -0.5312, atom 6 (H): 0.1563


y | Entry from OMol25: the molecule C3H7NO (ωB97M-V/def2-TZVPD).

Geometry as XYZ:
```
12
Properties=species:S:1:pos:R:3
C -0.47750 1.66545 -0.39510
O -0.20422 0.66555 0.59696
C -0.13807 -0.83167 0.04842
C 1.02320 -1.22611 0.75578
N -0.94040 -1.03164 -0.89108
H 0.37993 1.77005 -1.06749
H -1.34735 1.32275 -0.95648
H -0.68242 2.60391 0.12191
H 0.85919 0.39876 0.76100
H 1.56712 -2.07575 0.35057
H 0.90860 -1.25135 1.84085
H -0.94808 -2.00996 -1.16535
```

- Lowest unoccupied orbital energy: 1.0 eV
- Frontier orbital gap: 9.06 eV

natural (NBO) atomic charge list, values in e, 6 entries: atom 1 (C): -0.2678, atom 2 (O): -0.5974, atom 3 (C): 0.5500, atom 4 (C): -0.9157, atom 5 (N): -0.7367, atom 6 (H): 0.1886


Tell me which of them is the most stable. Sure, it is w.


w | Entry from OMol25: the molecule C3H7NO (ωB97M-V/def2-TZVPD).

Geometry as XYZ:
```
12
Properties=species:S:1:pos:R:3
C -0.76121 -1.17288 -0.09463
N -0.10836 0.10894 -0.09291
C 1.17496 0.27236 0.59987
C -0.58476 1.30589 -0.61495
O 0.22020 2.18604 -0.68312
H 0.04404 -1.96106 -0.31092
H -1.55078 -1.15905 -0.93405
H -1.33606 -1.44939 0.90268
H 0.89028 -0.25284 1.46672
H 1.67259 1.28195 0.61644
H 1.97250 -0.28663 0.00368
H -1.63340 1.12666 -0.85880
```

- Lowest unoccupied orbital energy: 0.9 eV
- SMILES: CN(C)C=O
- Frontier orbital gap: 9.91 eV

natural (NBO) atomic charge list, values in e, 6 entries: atom 1 (C): -0.4215, atom 2 (N): -0.4571, atom 3 (C): -0.4401, atom 4 (C): 0.5298, atom 5 (O): -0.6006, atom 6 (H): 0.2133


x | Entry from OMol25: the molecule C3H7NO (ωB97M-V/def2-TZVPD).

Geometry as XYZ:
```
12
Properties=species:S:1:pos:R:3
C -1.65523 0.14350 -0.02748
C -0.36766 -0.65254 0.06396
C 0.81733 0.01367 0.01846
N 1.86459 -0.21077 -0.81923
O 1.00189 1.02096 0.91116
H -2.49559 -0.25416 0.54818
H -1.52401 1.19862 0.24523
H -1.96385 0.14556 -1.08550
H -0.39248 -1.67201 -0.29540
H 1.65310 -0.62600 -1.71041
H 2.71536 0.32383 -0.74458
H 0.34691 0.68914 1.55599
```

- Lowest unoccupied orbital energy: 0.9 eV
- SMILES: C/C=C(/N)O
- Frontier orbital gap: 8.36 eV

natural (NBO) atomic charge list, values in e, 6 entries: atom 1 (C): -0.6228, atom 2 (C): -0.5121, atom 3 (C): 0.5193, atom 4 (N): -0.8108, atom 5 (O): -0.6817, atom 6 (H): 0.2030


y | Entry from OMol25: the molecule C3H7NO (ωB97M-V/def2-TZVPD).

Geometry as XYZ:
```
12
Properties=species:S:1:pos:R:3
O -1.25182 -0.75956 -0.08424
C -1.11832 0.63858 0.00133
C 0.41285 0.77901 -0.17632
C 1.23314 -0.47600 -0.47096
N 1.14545 0.00970 0.75686
H -2.12526 -1.10179 0.16950
H -1.57585 0.91418 0.97918
H -1.76659 1.12454 -0.84292
H 0.81673 1.80066 -0.67702
H 0.70508 -1.37934 -0.54496
H 2.11024 -0.38390 -1.20651
H 0.66610 -0.61530 1.37433
```

- Lowest unoccupied orbital energy: 0.8 eV
- SMILES: OC[C@@H]1CN1
- Frontier orbital gap: 9.21 eV

natural (NBO) atomic charge list, values in e, 6 entries: atom 1 (O): -0.7549, atom 2 (C): -0.0750, atom 3 (C): -0.1083, atom 4 (C): -0.2067, atom 5 (N): -0.6182, atom 6 (H): 0.4769


z | Entry from OMol25: a cluster of 2 separate species, C3H7NO in total (ωB97M-V/def2-TZVPD).

Geometry as XYZ:
```
12
Properties=species:S:1:pos:R:3
C -0.41940 -0.31582 1.75968
C 0.22132 0.78927 -1.83466
C 0.46985 -0.39365 -0.95663
N -0.67887 0.12053 2.92920
O 0.31062 0.43561 0.95649
H -0.68233 -1.38506 1.48445
H -0.67348 0.66262 -2.57602
H 0.14865 1.64966 -1.18563
H 1.23262 1.01321 -2.42685
H 1.44003 -0.73231 -0.76103
H -0.13997 -1.27704 -0.83587
H -1.22902 -0.56703 3.44687
```

- Lowest unoccupied orbital energy: -0.5 eV
- Frontier orbital gap: 8.60 eV

natural (NBO) atomic charge list, values in e, 6 entries: atom 1 (C): 0.3867, atom 2 (C): -0.7127, atom 3 (C): 0.0515, atom 4 (N): -0.7248, atom 5 (O): -0.5955, atom 6 (H): 0.1024


Tell me which of them is the most stable. Sure, it is x.


w | Entry from OMol25: the molecule C3H7NO (ωB97M-V/def2-TZVPD).

Geometry as XYZ:
```
12
Properties=species:S:1:pos:R:3
C -0.53132 0.74287 1.25750
N -0.40378 -0.54680 0.61370
C 0.64465 -0.81899 -0.36830
C 0.31882 -0.02404 -1.54834
O 1.71572 -0.01476 -0.45667
H 0.37669 1.31748 1.08113
H -0.63308 0.60831 2.33626
H -1.39476 1.30952 0.89282
H -1.14642 -1.22326 0.72347
H 0.75741 -1.90197 -0.51465
H -0.03640 0.99450 -1.46629
H 0.33248 -0.44285 -2.55062
```

- Lowest unoccupied orbital energy: 0.8 eV
- SMILES: CN[C@H]1CO1
- Frontier orbital gap: 8.78 eV

natural (NBO) atomic charge list, values in e, 6 entries: atom 1 (C): -0.4215, atom 2 (N): -0.6921, atom 3 (C): 0.2097, atom 4 (C): -0.0953, atom 5 (O): -0.5129, atom 6 (H): 0.2201


x | Entry from OMol25: a cluster of 2 separate species, C3H7NO in total (ωB97M-V/def2-TZVPD).

Geometry as XYZ:
```
12
Properties=species:S:1:pos:R:3
C 0.74998 2.01782 0.19147
C 0.04928 1.57237 -0.84902
O 0.59476 1.01324 -1.95571
H 0.31105 2.67223 0.92182
H 1.90334 1.92915 0.18670
H -1.08031 1.50525 -0.77842
H -0.02005 0.43373 -2.44374
C -0.35795 -2.35260 0.86204
N -0.94313 -2.27115 1.97114
H 0.20623 -3.15508 0.64155
H -0.48564 -1.48211 0.16995
H -1.63868 -1.53654 1.92286
```

- Lowest unoccupied orbital energy: 0.6 eV
- SMILES: C=CO.C=N
- Frontier orbital gap: 9.84 eV

natural (NBO) atomic charge list, values in e, 6 entries: atom 1 (C): -0.5155, atom 2 (C): 0.1352, atom 3 (O): -0.6880, atom 4 (H): 0.2149, atom 5 (H): 0.2092, atom 6 (H): 0.1594


Tell me which of them is the most stable. Sure, it is x.